(1)
{
  "formula": "C31H63BI2NO23P2",
  "method": "the ωB97M-V functional and the def2-TZVPD basis",
  "homo_energy_ev": -3.75,
  "multiplicity": 1,
  "total_charge": -1,
  "orbital_gap_ev": 5.30,
  "species": ["C", "O", "B", "O", "P", "C", "C", "O", "C", "C", "C", "N", "P", "C", "C", "O", "C", "C", "C", "I", "C", "C", "I", "O", "H", "H", "H", "H", "H", "H", "H", "H", "H", "H", "H", "H", "H", "H", "H", "H", "H", "H", "H", "H", "H", "H", "H", "H", "H", "H", "H", "C", "O", "C", "O", "O", "C", "H", "H", "H", "H", "H", "H", "C", "O", "C", "O", "O", "C", "H", "H", "H", "H", "H", "H", "C", "O", "C", "O", "O", "C", "H", "H", "H", "H", "H", "H", "C", "O", "C", "O", "O", "C", "H", "H", "H", "H", "H", "H", "C", "O", "C", "O", "O", "C", "H", "H", "H", "H", "H", "H", "C", "O", "C", "O", "O", "C", "H", "H", "H", "H", "H", "H"],
  "positions_angstrom": [[-0.451, -0.071, 1.486], [-0.368, 1.260, 0.994], [-1.377, 2.123, 1.487], [-1.138, 2.584, 2.767], [-2.973, 2.654, 0.418], [-1.937, 4.171, -0.271], [-1.819, 5.300, 0.676], [-2.035, 6.461, 0.395], [-2.481, 1.523, -1.068], [-3.539, 0.728, -1.802], [-4.075, -0.527, -1.142], [-3.979, 0.993, -2.970], [-4.730, 3.476, -0.820], [-5.134, 5.157, -0.193], [-6.291, 2.520, -0.549], [-3.522, 3.644, 1.804], [-4.582, 3.069, 2.507], [-4.344, 1.556, 2.427], [-5.499, 0.568, 2.694], [-4.463, -1.328, 3.084], [-6.423, 0.847, 3.880], [-7.233, -0.359, 4.375], [-7.893, 2.343, 3.356], [-3.850, 1.292, 1.154], [-1.161, -0.657, 0.891], [0.537, -0.536, 1.421], [-0.779, -0.108, 2.531], [-0.201, 2.438, 2.964], [-0.925, 3.805, -0.493], [-2.380, 4.567, -1.193], [-1.501, 5.063, 1.703], [-1.749, 0.791, -0.719], [-1.990, 2.162, -1.812], [-3.927, -1.384, -1.805], [-5.146, -0.429, -0.956], [-3.591, -0.720, -0.185], [-3.579, 1.872, -3.296], [-5.174, 5.265, 0.894], [-4.406, 5.853, -0.612], [-6.116, 5.417, -0.606], [-6.957, 3.015, 0.168], [-6.076, 1.508, -0.207], [-6.818, 2.453, -1.506], [-5.556, 3.391, 2.127], [-4.498, 3.412, 3.549], [-3.599, 1.335, 3.210], [-6.083, 0.362, 1.796], [-5.827, 1.243, 4.706], [-8.153, -0.031, 4.861], [-6.660, -0.931, 5.106], [-7.525, -0.995, 3.535], [0.104, -5.556, 3.427], [0.569, -4.242, 3.109], [1.812, -4.192, 2.637], [2.546, -5.134, 2.478], [2.107, -2.924, 2.371], [3.424, -2.715, 1.848], [-0.912, -5.425, 3.788], [0.108, -6.189, 2.542], [0.722, -6.004, 4.203], [3.549, -3.248, 0.908], [4.178, -3.046, 2.561], [3.506, -1.645, 1.685], [-2.514, -5.502, -4.750], [-2.962, -4.572, -3.765], [-2.070, -4.302, -2.810], [-0.970, -4.786, -2.725], [-2.606, -3.415, -1.984], [-1.760, -3.008, -0.904], [-3.336, -5.611, -5.452], [-1.637, -5.119, -5.270], [-2.281, -6.465, -4.300], [-0.851, -2.542, -1.284], [-1.502, -3.861, -0.279], [-2.326, -2.283, -0.329], [6.321, -5.777, 4.132], [6.697, -4.443, 3.772], [7.933, -4.324, 3.297], [8.729, -5.218, 3.163], [8.143, -3.044, 2.995], [9.441, -2.769, 2.461], [5.299, -5.706, 4.490], [6.361, -6.432, 3.264], [6.970, -6.161, 4.916], [9.597, -3.317, 1.534], [10.215, -3.032, 3.179], [9.465, -1.701, 2.269], [14.159, 1.270, 1.581], [13.502, 0.209, 2.279], [14.285, -0.830, 2.562], [15.451, -0.931, 2.283], [13.555, -1.739, 3.206], [14.273, -2.923, 3.571], [13.401, 2.032, 1.425], [14.977, 1.671, 2.176], [14.541, 0.920, 0.624], [15.095, -2.680, 4.241], [14.657, -3.426, 2.686], [13.552, -3.557, 4.078], [-4.335, -3.581, -8.668], [-3.878, -4.921, -8.442], [-3.211, -5.459, -9.457], [-2.977, -4.932, -10.512], [-2.840, -6.692, -9.105], [-2.101, -7.390, -10.110], [-4.849, -3.289, -7.758], [-3.492, -2.917, -8.849], [-5.018, -3.550, -9.514], [-1.181, -6.861, -10.348], [-2.698, -7.507, -11.013], [-1.873, -8.363, -9.683], [-1.618, 12.342, -2.204], [-1.336, 11.945, -0.863], [-2.103, 10.933, -0.427], [-2.964, 10.397, -1.071], [-1.747, 10.653, 0.817], [-2.450, 9.545, 1.414], [-0.933, 13.157, -2.421], [-1.450, 11.517, -2.894], [-2.648, 12.685, -2.297], [-2.257, 8.617, 0.881], [-3.518, 9.749, 1.445], [-2.060, 9.469, 2.425]],
  "atomic_forces_ev_per_a": [[0.157, -0.019, -0.020], [-0.146, -0.024, 0.146], [0.075, -0.196, 0.030], [0.112, 0.290, -0.207], [0.466, 0.338, 0.510], [-0.440, 0.116, -0.249], [0.200, 0.048, 0.264], [-0.132, 0.185, -0.094], [-0.317, -0.209, -0.477], [-0.057, 0.015, 0.009], [0.144, -0.102, -0.012], [0.036, -0.068, 0.211], [0.266, -0.072, -0.998], [-0.344, -0.015, 0.154], [-0.270, 0.208, 0.144], [-0.010, -0.204, 0.039], [0.239, 0.428, 0.170], [-0.215, -0.275, 0.172], [-0.107, 0.180, 0.211], [0.007, -0.068, -0.203], [0.299, -0.483, 0.172], [-0.275, 0.196, 0.054], [0.048, 0.162, -0.031], [-0.117, -0.156, -0.016], [0.020, 0.029, 0.046], [-0.094, 0.035, -0.033], [0.020, 0.015, -0.065], [-0.160, -0.217, 0.162], [-0.083, -0.122, 0.077], [0.194, -0.133, -0.026], [0.100, -0.152, 0.027], [0.035, 0.159, 0.089], [-0.023, -0.036, 0.148], [-0.104, 0.168, 0.010], [0.027, 0.033, -0.026], [-0.112, 0.120, -0.016], [0.001, 0.043, 0.021], [0.092, -0.007, -0.085], [-0.024, 0.028, 0.193], [0.106, 0.017, -0.007], [0.092, -0.163, 0.031], [0.006, 0.044, 0.021], [0.042, -0.060, 0.085], [0.032, -0.095, -0.222], [-0.235, -0.120, -0.040], [0.129, 0.115, -0.178], [0.147, 0.054, -0.001], [-0.206, 0.237, -0.106], [0.139, -0.003, 0.033], [0.031, -0.108, -0.228], [0.094, -0.019, 0.113], [-0.083, -0.024, 0.020], [-0.042, 0.026, 0.005], [0.019, 0.076, -0.039], [0.045, -0.102, 0.048], [-0.011, 0.020, 0.014], [0.050, 0.068, -0.023], [0.002, 0.026, -0.004], [0.044, -0.009, -0.001], [0.034, -0.013, -0.027], [0.001, -0.033, 0.012], [-0.002, -0.033, -0.005], [-0.025, 0.005, 0.007], [-0.055, -0.052, -0.142], [-0.049, -0.010, -0.009], [-0.021, 0.032, -0.030], [0.049, -0.027, 0.011], [-0.016, -0.036, 0.030], [0.142, 0.042, 0.203], [-0.014, 0.031, 0.012], [0.039, -0.016, 0.041], [0.051, 0.024, 0.037], [0.017, -0.046, -0.036], [0.042, -0.032, -0.045], [-0.033, -0.108, -0.086], [-0.144, -0.049, 0.030], [-0.034, 0.020, 0.014], [-0.019, 0.029, -0.004], [0.037, -0.041, 0.003], [-0.014, 0.020, -0.007], [0.088, 0.102, -0.038], [-0.007, 0.036, -0.024], [0.053, -0.001, -0.004], [0.051, 0.006, -0.035], [0.010, -0.047, 0.024], [0.001, -0.046, -0.011], [-0.053, 0.005, 0.021], [-0.033, 0.076, -0.028], [-0.016, 0.003, 0.000], [-0.044, 0.008, 0.003], [0.058, -0.004, -0.009], [-0.037, -0.020, 0.009], [-0.042, -0.074, 0.045], [-0.018, -0.016, 0.013], [0.025, -0.028, -0.007], [0.031, -0.018, 0.013], [0.029, 0.014, -0.031], [0.036, 0.026, -0.006], [-0.019, 0.018, -0.005], [-0.046, 0.062, 0.074], [-0.013, -0.010, 0.046], [0.001, -0.005, 0.042], [0.003, 0.022, -0.055], [0.002, -0.016, 0.012], [0.031, -0.076, 0.008], [0.011, -0.022, 0.013], [0.008, -0.012, -0.041], [0.032, -0.004, -0.032], [-0.014, 0.026, -0.024], [0.006, 0.034, -0.015], [-0.012, 0.007, 0.022], [0.047, 0.062, -0.032], [0.010, 0.006, -0.004], [0.034, 0.027, 0.019], [-0.067, -0.009, -0.014], [0.037, -0.011, 0.039], [-0.038, -0.084, 0.108], [0.009, -0.004, 0.023], [-0.036, -0.018, 0.003], [-0.017, -0.034, -0.007], [-0.030, 0.044, -0.067], [-0.002, 0.001, -0.071], [0.032, 0.051, -0.007]],
  "mulliken_charge": [-0.07, -0.76, 1.68, -0.63, 0.69, -1.51, -0.27, -0.59, -0.79, 0.49, -0.64, -0.83, 0.13, -1.16, -0.70, -0.54, -1.17, 0.34, -0.78, 0.01, -0.27, -1.38, 0.04, -0.01, -0.06, -0.07, 0.23, 0.27, 0.59, 0.53, 0.32, 0.25, 0.49, 0.46, 0.14, -0.29, 0.38, 0.25, 0.30, 0.51, 0.30, -0.18, 0.44, 0.08, 0.30, 0.23, 0.52, 0.50, 0.46, 0.37, 0.34, -0.69, -0.27, 0.78, -0.56, -0.24, -0.67, 0.22, 0.31, 0.30, 0.34, 0.28, 0.21, -0.62, -0.31, 0.74, -0.56, -0.19, -0.51, 0.20, 0.28, 0.32, 0.30, 0.37, -0.04, -0.67, -0.27, 0.77, -0.55, -0.30, -0.61, 0.20, 0.32, 0.32, 0.31, 0.27, 0.22, -0.64, -0.30, 0.77, -0.54, -0.26, -0.67, 0.21, 0.29, 0.30, 0.30, 0.33, 0.20, -0.68, -0.26, 0.77, -0.55, -0.30, -0.64, 0.22, 0.32, 0.31, 0.30, 0.30, 0.21, -0.63, -0.33, 0.80, -0.54, -0.34, -0.40, 0.21, 0.30, 0.29, 0.24, 0.28, 0.21]
}


(2)
{
  "formula": "CH3ClN2O2",
  "method": "the ωB97M-V functional and the def2-TZVPD basis",
  "homo_energy_ev": -10.26,
  "smiles": "CN(Cl)[N+](=O)[O-]",
  "multiplicity": 1,
  "orbital_gap_ev": 10.21,
  "species": ["C", "N", "Cl", "N", "O", "O", "H", "H", "H"],
  "positions_angstrom": [[-0.120, -0.172, 0.056], [-1.568, -0.061, 0.009], [-2.348, -1.596, 0.339], [-2.288, 1.059, -0.297], [-1.803, 2.113, -0.511], [-3.481, 0.826, -0.142], [0.229, -0.930, 0.719], [0.194, -0.653, -0.985], [0.243, 0.755, 0.321]],
  "atomic_forces_ev_per_a": [[-0.637, -2.328, -3.772], [1.239, -1.932, 0.775], [0.216, 1.716, -0.497], [-3.288, -2.789, 2.168], [1.998, 1.169, -0.739], [-0.369, 0.818, -0.829], [-0.356, -0.295, 1.041], [-0.057, 1.679, 1.819], [1.255, 1.963, 0.033]],
  "mulliken_charge": [-0.69, -0.18, 0.01, 1.21, -0.60, -0.64, 0.28, 0.27, 0.33]
}